17
Properties=species:S:1:pos:R:3 method="wB97M-V/def2-TZVPD" total_charge=0 e_above_lowest_kj_mol=190.73 homo_lumo_gap_ev=8.92
C -0.986 1.769 0.555
C -0.518 0.998 -0.641
O 0.541 1.685 -1.215
C -0.107 -0.457 -0.159
N -1.009 -1.265 0.397
C 1.203 -0.887 -0.460
C 1.697 -2.103 0.185
O 2.874 -2.357 0.172
H -1.717 1.253 1.178
H -0.109 2.146 1.173
H -1.582 2.647 0.209
H -1.278 0.804 -1.422
H 0.969 2.130 -0.515
H -1.996 -1.137 0.310
H -0.739 -2.108 0.829
H 1.836 -0.242 -1.044
H 0.922 -2.875 0.449

18
Properties=species:S:1:pos:R:3 method="wB97M-V/def2-TZVPD" total_charge=-1 e_above_lowest_kj_mol=205.52 homo_lumo_gap_ev=6.89
C 0.853 -0.609 -0.671
C -0.426 -1.518 -0.629
O -0.082 -2.716 -1.414
C 1.387 0.130 0.598
O 1.900 1.368 0.240
H 0.756 -0.032 -1.598
H 1.691 -1.285 -0.892
H -0.803 -1.970 0.281
H -1.311 -1.163 -1.170
H 0.596 -2.536 -2.060
H 0.626 0.194 1.395
H 2.343 -0.349 0.961
H 0.336 2.169 0.264
H 0.147 2.907 1.522
O -0.414 2.566 0.808
H -2.074 0.562 0.356
H -2.649 1.607 1.102
O -2.875 0.675 0.909

17
Properties=species:S:1:pos:R:3 method="wB97M-V/def2-TZVPD" total_charge=0 e_above_lowest_kj_mol=0.00 homo_lumo_gap_ev=9.16
C 0.390 -1.164 -2.025
S -1.187 -0.392 -1.522
O -2.157 -1.355 -1.190
O -1.615 0.661 -2.447
C -0.791 0.677 -0.087
Br -2.586 0.588 1.369
S 0.678 0.097 0.848
C 0.917 0.907 2.465
O 0.434 -1.338 0.844
O 1.865 0.558 0.171
H 1.119 -0.485 -1.816
H 0.658 -1.832 -1.263
H 0.139 -1.429 -3.103
H -0.748 1.666 -0.347
H 0.274 0.403 3.225
H 1.915 0.591 2.695
H 0.695 1.847 2.181

15
Properties=species:S:1:pos:R:3 method="wB97M-V/def2-TZVPD" total_charge=0 e_above_lowest_kj_mol=255.98 homo_lumo_gap_ev=9.05
C 0.395 -0.616 1.544
C -0.303 -0.069 0.551
O -1.655 -0.148 0.569
C -2.527 0.101 -0.517
O 0.309 0.625 -0.459
C 1.620 0.118 -0.818
O 2.690 0.290 0.065
H 1.420 -0.309 1.669
H -0.080 -1.280 2.245
H -2.447 -0.655 -1.306
H -3.532 0.041 -0.085
H -2.385 1.100 -0.937
H 1.539 -0.966 -0.934
H 1.819 0.640 -1.753
H 3.101 1.157 -0.036

47
Properties=species:S:1:pos:R:3 method="wB97M-V/def2-TZVPD" total_charge=0 e_above_lowest_kj_mol=9.40 homo_lumo_gap_ev=10.97
C -2.348 -3.993 0.466
C -1.392 -3.314 -0.506
C -0.351 -2.473 0.243
C 0.564 -1.779 -0.730
O 1.697 -2.086 -0.979
O -0.085 -0.757 -1.324
C 0.648 0.088 -2.191
C 1.331 1.230 -1.423
C 0.440 1.787 -0.298
O -0.899 1.931 -0.743
C -1.846 1.222 -0.108
O -1.644 0.541 0.861
C -3.184 1.403 -0.781
C -4.293 1.643 0.246
C -4.136 2.996 0.929
O 2.524 0.695 -0.867
C 3.424 1.542 -0.350
O 3.277 2.736 -0.339
C 4.632 0.802 0.169
C 4.271 -0.491 0.904
C 3.489 -0.211 2.182
H -2.869 -3.250 1.064
H -3.084 -4.582 -0.075
H -1.804 -4.655 1.136
H -0.881 -4.068 -1.108
H -1.953 -2.665 -1.180
H 0.249 -3.110 0.893
H -0.863 -1.713 0.836
H -0.074 0.497 -2.899
H 1.418 -0.492 -2.710
H 1.589 2.034 -2.124
H 0.810 2.766 0.014
H 0.459 1.096 0.554
H -3.116 2.228 -1.489
H -3.387 0.482 -1.333
H -5.261 1.595 -0.257
H -4.255 0.849 0.993
H -4.939 3.155 1.645
H -4.163 3.801 0.198
H -3.189 3.044 1.461
H 5.255 0.567 -0.698
H 5.189 1.482 0.816
H 5.194 -1.018 1.151
H 3.680 -1.128 0.244
H 3.262 -1.142 2.696
H 2.551 0.291 1.956
H 4.063 0.424 2.854

11
Properties=species:S:1:pos:R:3 method="wB97M-V/def2-TZVPD" total_charge=0 multiplicity=3 e_above_lowest_kj_mol=106.26 homo_lumo_gap_ev="9.00 / 8.97"
C -0.956 0.345 -0.889
C -0.942 0.581 0.622
C -0.280 -0.581 0.003
N 2.208 -0.272 -0.083
F -0.764 -1.856 0.217
H -1.797 -0.222 -1.381
H -0.222 1.031 -1.606
H -0.315 1.422 0.958
H -1.805 0.465 1.172
H 2.359 0.272 0.769
H 2.515 -1.185 0.218

14
Properties=species:S:1:pos:R:3 method="wB97M-V/def2-TZVPD" total_charge=+1 e_above_lowest_kj_mol=237.83 homo_lumo_gap_ev=12.20
N -1.473 0.614 1.160
C -1.200 0.525 -0.115
N 0.049 -0.748 -0.331
C 1.179 -0.271 -1.075
C 1.302 -0.336 0.361
H -2.279 0.159 1.558
H -0.832 1.102 1.776
H -0.595 1.337 -0.520
H -1.951 0.229 -0.921
H -0.131 -1.698 -0.434
H 1.131 0.674 -1.589
H 1.853 -1.106 -1.649
H 1.784 -1.078 0.892
H 1.162 0.599 0.886

| no. | DFT total energy (eV) |
| --- | --- |
| 1 | -10914.59892 |
| 2 | -11478.65057 |
| 3 | -103123.67060 |
| 4 | -10418.35052 |
| 5 | -28263.22485 |
| 6 | -7409.55711 |
| 7 | -6228.58343 |